1.
Density functional theory data (ωB97M-V/def2-TZVPD) for a 14-piece molecular cluster, C58H80N2O30S overall.

Structure (XYZ):
```
171
C58H80N2O30S, DFT ωB97M-V/def2-TZVPD
C -2.1517 7.6971 0.9304
C -3.7167 7.5448 0.9354
O -3.9955 6.1955 0.5988
S -2.7495 5.4985 -0.2683
O -3.1641 5.6518 -1.6655
O -2.4508 4.1478 0.1877
O -1.6326 6.6149 0.2065
H -1.8657 7.6476 1.9810
H -1.8631 8.6000 0.3923
H -4.1786 8.1436 0.1504
H -4.1712 7.7627 1.9019
C 7.6777 2.4937 1.7861
C 7.2909 2.1481 0.4744
C 5.9456 2.3543 0.2445
C 5.1026 3.0122 1.1532
C 5.5730 3.3330 2.4539
C 6.8781 3.0938 2.7452
N 3.6549 3.2088 0.8230
O 3.2458 3.1394 -0.3126
O 2.9108 3.3936 1.7933
H 8.7055 2.1960 1.9325
H 7.9227 1.6671 -0.2576
H 5.5658 1.9516 -0.6829
H 4.9850 3.7596 3.2530
H 7.1436 3.3536 3.7594
C 0.7489 0.9544 -0.4231
C -0.4353 1.6428 -0.2642
C -1.6135 0.9561 -0.0476
C -1.5200 -0.4115 0.1723
C -0.3465 -1.0942 0.1339
C 0.8320 -0.3988 -0.3410
N -2.7697 -1.1070 0.6243
O -2.8205 -2.3481 0.8005
O -3.7191 -0.4044 0.8203
H 1.5537 1.5918 -0.7586
H -0.3646 2.6911 -0.5141
H -2.5371 1.4947 0.1047
H -0.2538 -2.1353 0.4056
H 1.7251 -0.9877 -0.4886
O 1.2086 -4.4045 0.2461
C 1.7092 -5.5277 0.2253
O 1.2456 -6.6766 0.8541
C 2.0563 -7.7764 0.5117
C 2.9186 -7.4225 -0.6960
C 2.8596 -5.8840 -0.6341
H 1.4161 -8.6346 0.3072
H 2.7507 -8.0231 1.3149
H 2.5587 -7.8925 -1.6113
H 3.9792 -7.6372 -0.5653
H 2.7667 -5.2434 -1.5111
H 3.7498 -5.6287 -0.0592
O 7.2927 -1.8553 -2.3544
C 6.3950 -1.9397 -1.5115
O 6.0629 -0.8120 -0.7319
C 4.9719 -1.1385 0.1584
C 5.0819 -2.6099 0.2550
C 5.4563 -3.0530 -1.1445
H 4.0230 -0.8077 -0.2637
H 5.1514 -0.7172 1.1475
H 4.0793 -2.9310 0.5375
H 5.7917 -2.8555 1.0449
H 4.6169 -3.0322 -1.8396
H 5.9136 -4.0266 -1.3209
O -8.3216 -3.1731 -3.0833
C -7.5463 -2.9924 -2.1327
O -6.2122 -3.2215 -2.2089
C -5.5440 -2.9611 -0.9664
C -6.6027 -2.3259 -0.0991
C -7.9031 -2.3310 -0.8131
H -4.7832 -2.2019 -1.1477
H -5.0063 -3.7941 -0.5135
H -6.2811 -1.3012 0.0869
H -6.7223 -2.8671 0.8395
H -8.2203 -1.3217 -1.0755
H -8.6902 -2.9629 -0.4016
O -5.9507 -2.9586 3.1120
C -5.0828 -2.1503 3.4607
O -5.4456 -0.9265 3.5510
C -4.4588 -0.1146 4.2251
C -3.2053 -0.9770 4.2853
C -3.7006 -2.3840 3.9961
H -4.7539 0.2234 5.2185
H -4.2223 0.7811 3.6507
H -2.6062 -0.9618 5.1958
H -2.5491 -0.7616 3.4420
H -3.8198 -3.1466 4.7657
H -3.1777 -2.9266 3.2085
O 2.3084 2.8872 -3.8139
C 3.0850 2.0034 -4.1094
O 3.0423 1.3864 -5.3585
C 4.1635 0.4919 -5.5040
C 4.5680 0.2392 -4.0296
C 4.1357 1.4338 -3.2237
H 5.0215 0.9799 -5.9666
H 3.9562 -0.3434 -6.1729
H 5.6565 0.1950 -4.0647
H 4.1124 -0.7320 -3.8364
H 4.8369 2.2668 -3.1732
H 3.7877 1.1890 -2.2202
O 3.7557 7.9075 -0.5441
C 3.0422 7.0742 -1.0784
O 3.1075 6.6743 -2.3077
C 2.2389 5.6730 -2.5317
C 1.2112 5.6739 -1.4289
C 2.0037 6.3745 -0.3660
H 2.9120 4.8214 -2.6309
H 1.9818 5.8810 -3.5703
H 0.8584 4.6698 -1.1935
H 0.3282 6.2139 -1.7705
H 2.3764 5.6167 0.3232
H 1.3910 7.0823 0.1924
O 2.6416 -3.4066 -3.6071
C 1.8751 -2.4388 -3.9479
O 1.5811 -1.4420 -3.0909
C 0.6029 -0.6110 -3.5514
C 0.3766 -1.0179 -5.0348
C 1.2278 -2.1323 -5.3571
H 0.8539 0.4428 -3.4305
H -0.2270 -0.8809 -2.8982
H 0.6908 -0.1755 -5.6510
H -0.6716 -1.1920 -5.2781
H 2.0732 -1.9214 -6.0120
H 0.6465 -3.0028 -5.6610
O -3.6686 -6.1168 -1.3671
C -2.6430 -5.7172 -1.9298
O -1.9013 -6.5892 -2.5932
C -0.6150 -6.1155 -2.9875
C -0.7478 -4.5468 -2.8364
C -1.9535 -4.3306 -1.9181
H -0.3475 -6.3669 -4.0138
H 0.0645 -6.5870 -2.2775
H -0.8775 -4.2255 -3.8699
H 0.1882 -4.1205 -2.4754
H -2.6781 -3.6100 -2.2973
H -1.6798 -4.0595 -0.8985
O -7.7109 0.9332 -0.1776
C -6.8936 1.6623 0.2833
O -6.5011 2.7544 -0.3359
C -5.7535 3.6196 0.5438
C -5.3491 2.8155 1.7466
C -6.2596 1.6010 1.6959
H -6.3358 4.5246 0.7172
H -4.8527 3.9648 0.0363
H -5.4470 3.2988 2.7187
H -4.2723 2.6590 1.6816
H -6.9223 1.6698 2.5586
H -5.6826 0.7029 1.9163
O 3.0849 -1.6507 2.5818
C 2.2762 -2.4801 3.0196
O 1.0100 -2.0890 3.2618
C 0.2406 -3.1523 3.7980
C 1.2211 -4.2923 3.9941
C 2.5174 -3.9277 3.3345
H -0.4821 -3.4323 3.0315
H -0.2995 -2.8935 4.7087
H 0.8359 -5.1800 3.4923
H 1.3437 -4.5773 5.0390
H 2.5601 -4.4520 2.3798
H 3.4623 -4.1190 3.8430
O -2.2737 6.2944 4.0449
C -1.8404 5.1874 3.6992
O -0.5866 5.0838 3.2293
C -0.1947 3.6822 3.0430
C -1.5240 2.9042 3.1297
C -2.3914 3.8050 4.0119
H 0.4871 3.4732 3.8674
H 0.3747 3.5040 2.1308
H -1.3960 1.9323 3.6063
H -1.9719 2.6530 2.1682
H -2.1016 3.5958 5.0417
H -3.4563 3.6630 3.8278
```

Calculated values
HOMO   -0.331 hartree
LUMO level   -1.036 eV
Charge   0
Calculated total energy   -5022.75256 a.u.

***

2.
Density functional theory data (ωB97M-V/def2-TZVPD) for a 13-piece molecular cluster, C58H95N13 overall.

Structure (XYZ):
```
166
C58H95N13, DFT ωB97M-V/def2-TZVPD
N 1.2742 -5.7988 2.4385
C 1.3291 -5.1897 1.1805
C 2.5726 -4.6106 1.0438
C 3.3115 -4.8214 2.2323
C 2.4847 -5.6004 3.0563
H 0.5093 -6.2946 2.8735
H 0.5337 -5.3246 0.4624
H 2.8325 -3.9844 0.2032
H 4.2818 -4.5023 2.5829
H 2.5444 -5.9408 4.0794
N 0.1687 -0.1395 4.4393
C 1.4149 0.0255 3.9718
C 1.7851 -1.1107 3.2831
C 0.7175 -2.0179 3.4333
C -0.3225 -1.3259 4.0432
H -0.2763 0.6120 4.9466
H 1.9374 0.9592 4.1186
H 2.6929 -1.1983 2.7047
H 0.7240 -3.0308 3.0585
H -1.3326 -1.6482 4.2485
N 4.5510 2.2754 4.0316
C 4.6267 3.6214 4.4702
C 4.2100 4.4220 3.4048
C 3.8559 3.6027 2.3587
C 4.1158 2.2805 2.7350
H 4.8802 1.4545 4.5193
H 4.9724 3.7624 5.4836
H 4.2100 5.5006 3.4587
H 3.5176 3.9819 1.4057
H 4.0265 1.4162 2.0935
N 3.2255 -4.5960 -4.1895
C 2.8988 -4.3401 -2.8094
C 2.1001 -5.3789 -2.4303
C 1.9808 -6.3099 -3.4660
C 2.6293 -5.7993 -4.5935
H 3.7750 -3.9819 -4.7734
H 3.1909 -3.4868 -2.2152
H 1.6840 -5.4783 -1.4387
H 1.5187 -7.2818 -3.3749
H 2.8676 -6.1143 -5.5987
N 3.3835 1.3591 -5.6225
C 4.5531 0.9627 -5.0200
C 4.2471 0.3669 -3.8163
C 2.8472 0.2524 -3.7429
C 2.3462 0.9278 -4.8226
H 3.3202 1.8302 -6.5137
H 5.5598 1.1349 -5.3712
H 4.9908 0.0875 -3.0846
H 2.2495 -0.1302 -2.9288
H 1.3371 1.0992 -5.1672
N -1.5509 3.3930 -7.3883
C -1.9956 3.9299 -6.1997
C -1.8584 2.9355 -5.2337
C -1.6018 1.7187 -5.9109
C -1.4141 2.0558 -7.2227
H -1.4785 3.8428 -8.2897
H -2.1135 4.9969 -6.0816
H -1.8784 2.9906 -4.1553
H -1.6063 0.7497 -5.4339
H -1.1456 1.4789 -8.0954
N -1.0555 7.5925 2.3941
C -2.0360 8.0331 1.5449
C -2.1380 7.1494 0.4640
C -1.1435 6.1540 0.5784
C -0.4678 6.4806 1.7923
H -0.7551 8.0949 3.2172
H -2.6839 8.8793 1.7199
H -2.9119 7.3602 -0.2591
H -0.8921 5.3781 -0.1295
H 0.2569 5.8647 2.3040
N -2.9897 -3.3489 0.7182
C -3.8817 -4.4061 0.7710
C -3.3003 -5.3032 1.7116
C -2.1294 -4.7519 2.1606
C -1.9344 -3.5534 1.5542
H -3.1062 -2.5143 0.1614
H -4.7622 -4.3958 0.1457
H -3.8002 -6.2281 1.9586
H -1.4241 -5.1828 2.8557
H -1.1286 -2.8346 1.5360
N 3.8219 0.2006 -0.3810
C 3.8838 -1.1777 -0.1179
C 5.2092 -1.4775 0.1073
C 5.9179 -0.3123 0.0158
C 5.0606 0.7133 -0.3171
H 2.9668 0.7084 -0.5568
H 2.9672 -1.7483 -0.0932
H 5.5558 -2.4435 0.4437
H 6.9882 -0.2760 0.1556
H 5.2708 1.7347 -0.5980
N -0.5293 -3.6974 -6.0678
C -0.5033 -2.5746 -6.9247
C 0.0118 -1.5142 -6.2273
C 0.3957 -1.9929 -4.9781
C -0.0439 -3.3250 -4.8475
H -0.7518 -4.6511 -6.3149
H -0.8903 -2.6821 -7.9272
H 0.1599 -0.5044 -6.5807
H 0.9306 -1.4696 -4.1994
H 0.0994 -4.0832 -4.0918
C -6.5087 -0.4591 -1.8068
C -5.5982 -1.6022 -1.2263
N -4.1767 -1.3698 -1.5091
C -4.0009 -1.5495 -2.9711
C -2.5606 -1.8499 -3.4502
C -3.5490 -0.0716 -1.0753
C -3.8005 0.1019 0.4289
H -6.2342 -0.2421 -2.8392
H -6.4637 0.4293 -1.1769
H -7.5659 -0.6945 -1.6845
H -5.7346 -1.5885 -0.1450
H -5.8990 -2.5977 -1.5530
H -4.6348 -2.3631 -3.3239
H -4.2389 -0.6055 -3.4613
H -1.9808 -2.5827 -2.8891
H -2.5552 -2.2037 -4.4812
H -1.9671 -0.9357 -3.4658
H -4.0655 0.6812 -1.6709
H -2.4823 -0.0651 -1.2991
H -4.8114 0.3623 0.7422
H -3.1986 0.9310 0.8008
H -3.5440 -0.7635 1.0399
C 0.7498 2.4646 -2.0048
C 0.0187 1.2948 -1.3637
N 0.7857 0.7413 -0.2165
C 1.0338 1.6513 0.9157
C -0.0775 2.0901 1.8165
C 0.4309 -0.6733 0.1676
C 0.1979 -1.6750 -0.9454
H 1.8018 2.2123 -2.1374
H 0.7344 3.4135 -1.4686
H 0.3438 2.6747 -2.9943
H -0.9924 1.5332 -1.0338
H -0.0583 0.6555 -2.2432
H 1.5755 2.5554 0.6379
H 1.8148 1.1938 1.5229
H 0.2867 2.8423 2.5162
H -0.5318 1.2709 2.3739
H -0.9046 2.4756 1.2205
H 1.1342 -1.0761 0.8964
H -0.4790 -0.5285 0.7500
H 0.0847 -2.6465 -0.4642
H -0.6610 -1.3883 -1.5522
H 1.0098 -1.8095 -1.6601
C -3.0559 1.3013 4.0901
C -2.2814 2.5227 4.7191
N -1.3664 2.1758 5.7934
C -0.6774 3.3424 6.3504
C 0.3513 3.8506 5.3558
C -2.0942 1.5834 6.9511
C -1.3676 0.3200 7.3644
H -3.7736 1.7032 3.3749
H -3.5903 0.6539 4.7854
H -2.3964 0.6429 3.5248
H -1.7020 2.8897 3.8720
H -2.9138 3.3622 5.0080
H -1.3438 4.1740 6.5795
H -0.0870 3.1819 7.2525
H -0.1145 4.1866 4.4294
H 0.7716 4.8193 5.6261
H 1.1157 3.0907 5.1933
H -3.1410 1.3264 6.7890
H -2.0034 2.2272 7.8259
H -0.2924 0.4944 7.4060
H -1.4679 -0.4741 6.6245
H -1.7461 -0.0936 8.2991
```

Calculated values
HOMO   -0.282 hartree
ΔE to the lowest compared entry with this formula, charge and spin   1.5015 eV
LUMO level   0.653 eV
Charge   0
Calculated total energy   -2978.65232 a.u.